A molecular structure, C20H17CaN3O4PS2Se2, computed with ωB97M-V with the def2-TZVPD basis set.

Element x y z (Å)
Ca1 -1.784 1.734 0.476
N1 -0.296 3.634 0.380
N2 -1.159 4.768 0.435
C1 -2.561 4.572 0.251
O1 -3.212 5.548 -0.086
O2 -2.973 3.366 0.494
H1 0.497 3.767 0.995
H2 0.116 3.522 -0.543
H3 -0.832 5.597 -0.033
Se1 3.003 2.805 0.249
P1 2.567 0.712 0.195
Se2 0.516 0.012 0.203
C2 3.429 -0.164 1.571
C3 4.397 0.478 2.335
C4 5.065 -0.207 3.349
C5 4.774 -1.538 3.604
C6 3.804 -2.185 2.846
C7 3.133 -1.502 1.841
C8 3.340 -0.071 -1.280
C9 2.970 -1.364 -1.653
C10 3.572 -1.987 -2.737
C11 4.546 -1.321 -3.471
C12 4.912 -0.031 -3.113
C13 4.313 0.592 -2.020
H4 4.619 1.518 2.133
H5 5.812 0.309 3.941
H6 5.291 -2.068 4.395
H7 3.561 -3.222 3.046
H8 2.352 -2.000 1.281
H9 2.185 -1.873 -1.107
H10 3.270 -2.990 -3.016
H11 5.009 -1.803 -4.325
H12 5.664 0.500 -3.685
H13 4.590 1.600 -1.741
O3 -4.913 0.274 2.413
S1 -4.202 -0.689 1.621
O4 -3.508 -1.746 2.294
N3 -3.199 0.082 0.567
C14 -3.612 0.004 -0.713
S2 -2.854 0.784 -1.988
C15 -4.827 -0.874 -0.853
C16 -5.483 -1.249 -2.009
C17 -6.573 -2.104 -1.899
C18 -6.993 -2.572 -0.654
C19 -6.334 -2.195 0.507
C20 -5.256 -1.341 0.372
H14 -5.138 -0.874 -2.965
H15 -7.104 -2.415 -2.791
H16 -7.842 -3.241 -0.592
H17 -6.653 -2.553 1.479

## Properties
Total charge: -1
F_max: 2.5 eV/Å
Calculated total energy: -213774.0658 eV
Energy above the lowest of the compared OMol25 structures with the same formula, charge and spin: 1.076 eV

Here is what Mulliken gives for the atomic charges, in e: 1.133, -0.383, -0.243, 0.589, -0.692, -0.899, 0.143, 0.233, 0.233, -0.585, 0.517, -0.186, 0.628, -0.303, -0.570, -0.354, -0.713, -0.306, 0.623, -0.266, -0.738, -0.358, -0.572, -0.330, 0.241, 0.359, 0.363, 0.360, 0.222, 0.227, 0.360, 0.361, 0.359, 0.241, -0.640, 1.060, -0.645, -0.480, 0.866, -0.445, 0.075, -0.594, -0.523, -0.434, -0.630, 0.138, 0.398, 0.373, 0.374, 0.412